1.
Density functional theory data (ωB97M-V/def2-TZVPD) for C7H16OSi in the gas phase.

Properties
**E_HOMO**: -8.9 eV
**E_tot**: -17443.7870 eV
**Maximum force**: 0.016 Eh/bohr
**Net charge**: 0
**Energy above the lowest of the compared OMol25 structures with the same formula, charge and spin**: 24.71 kcal per mole

Structure (XYZ):
```
25
Properties=species:S:1:pos:R:3:forces:R:3
C 3.028056 0.293555 -0.784877 0.14 -0.23 0.01
C 2.232407 -0.509415 0.210317 -0.09 0.29 0.04
O 2.560251 -1.629399 0.535019 0.04 -0.23 0.04
Si 0.630170 0.269952 0.957917 -0.53 0.17 -0.58
C 0.572829 2.138686 0.607341 0.01 -0.58 0.12
C -0.853753 -0.660496 0.155166 0.10 0.07 0.07
C -2.174391 -0.005478 0.564251 0.32 0.11 0.06
C -0.742820 -0.640662 -1.372427 0.21 0.13 0.26
C -0.852961 -2.114994 0.629493 0.22 0.18 0.07
H 2.382638 0.581803 -1.611840 -0.08 0.13 -0.13
H 3.376206 1.203543 -0.300577 0.03 0.19 -0.01
H 3.877784 -0.274293 -1.157704 0.03 -0.05 0.00
H 0.655711 0.013832 2.404755 -0.01 -0.02 0.21
H 0.554244 2.359693 -0.456313 0.00 -0.04 -0.19
H -0.314423 2.581716 1.048516 -0.18 0.05 0.10
H 1.433004 2.646619 1.033330 0.17 0.04 0.09
H -2.276136 0.016781 1.646973 -0.11 0.02 0.17
H -2.233922 1.015541 0.194354 -0.10 0.16 -0.03
H -3.016109 -0.563916 0.155603 -0.11 -0.08 -0.06
H 0.160012 -1.153068 -1.699600 0.10 -0.07 -0.14
H -0.722210 0.379108 -1.753201 0.00 0.12 -0.13
H -1.597894 -1.147729 -1.819126 -0.10 -0.07 -0.05
H 0.093550 -2.597580 0.398298 0.09 -0.15 0.01
H -1.006146 -2.169131 1.704905 -0.02 -0.08 0.15
H -1.651708 -2.674178 0.142766 -0.13 -0.05 -0.07
```
Positions in Å, forces in eV/Å.

***

2.
Density functional theory data (ωB97M-V/def2-TZVPD) for 2 unconnected molecules or ions with the total composition C16H23F9NO5PS at a distorted geometry.

Properties
**E_HOMO**: -7.3 eV
**E_tot**: -73262.4395 eV
**Maximum force**: 0.168 Eh/bohr
**Net charge**: 0

Structure (XYZ):
```
56
Properties=species:S:1:pos:R:3:forces:R:3
O 2.926084 0.704766 -2.512063 -3.17 -1.23 1.06
C 1.852139 0.211209 -2.145051 1.79 0.65 -1.13
C 0.424640 0.509977 -2.847128 1.04 -0.01 -0.09
C 0.525422 0.400105 -4.433026 -1.96 1.51 2.45
P 1.146614 2.093526 -5.082578 1.88 -1.19 -4.16
O 1.798093 1.940012 -6.481475 -1.54 0.53 3.13
S -1.138220 0.078208 -5.218905 3.73 1.99 -7.54
O -0.795937 -0.667072 -6.498735 -1.18 0.59 4.10
O -1.760111 1.373037 -5.669035 -0.13 -2.30 2.62
C -2.226024 -1.065227 -4.270217 -0.61 -3.85 0.27
F -1.388361 -2.088860 -3.725606 -1.40 2.20 -0.87
F -3.058537 -1.753543 -5.190130 1.80 2.02 1.88
C -3.127292 -0.522619 -3.095182 -1.92 -1.16 1.89
F -4.379259 -1.201778 -3.181643 2.34 1.54 0.12
F -2.642687 -0.877880 -1.802701 -0.32 0.80 -2.83
C -3.482718 1.020598 -3.032568 -0.68 1.55 2.08
F -4.210722 1.187482 -1.814247 1.49 -0.52 -2.17
F -2.373842 1.877654 -2.876180 -2.06 -2.12 -0.72
C -4.514948 1.533040 -4.168223 -1.46 1.56 -0.53
F -4.581188 0.708293 -5.277266 0.43 1.92 2.26
F -4.203537 2.868160 -4.490903 -0.52 -3.29 0.33
F -5.812523 1.590479 -3.618554 2.72 -0.39 -1.24
H 1.864243 -0.545879 -1.272729 -0.27 0.90 -0.84
H 0.198413 1.611353 -2.590208 0.10 -1.59 0.18
H -0.302135 -0.216829 -2.370717 0.68 1.08 -0.59
H 2.139450 2.611221 -4.162654 -1.01 -0.61 0.06
H 0.098451 3.078254 -5.106048 0.27 -0.57 0.52
C -0.146427 -2.177224 3.425349 -0.31 0.16 0.28
C 1.239000 -1.712873 2.902666 -1.95 -2.70 -0.19
C 2.324640 -1.966735 3.974254 0.57 0.79 0.37
C 2.319939 -0.956581 5.118901 -0.12 -0.01 -0.03
C 2.338078 0.471849 4.585162 0.54 -0.83 -0.11
C 1.201492 0.743374 3.579578 -2.10 2.40 1.21
N 1.153125 -0.278369 2.490957 6.93 0.26 -0.92
O 2.153340 -0.033122 1.664331 -3.59 -0.39 1.10
C -0.148751 0.792943 4.331332 -0.27 -0.41 0.17
C 1.356101 2.181987 3.025303 0.48 -0.29 -0.63
C 1.530227 -2.662296 1.711918 0.41 0.69 -0.42
H -0.960072 -1.625713 2.945616 0.11 -0.01 0.08
H -0.327603 -3.232520 3.208412 0.27 0.14 -0.07
H -0.248893 -2.076292 4.506275 -0.02 0.12 -0.07
H 3.316297 -1.941422 3.507804 -0.16 0.06 -0.21
H 2.209581 -2.972628 4.389556 -0.28 0.04 -0.34
H 1.453865 -1.114715 5.767030 0.00 0.03 -0.03
H 3.201118 -1.117941 5.748203 -0.09 -0.01 -0.07
H 2.269648 1.168931 5.424547 -0.29 0.12 -0.27
H 3.310018 0.657796 4.113006 -0.17 0.03 -0.20
H -0.983813 0.909951 3.635105 0.11 -0.01 0.03
H -0.177811 1.642504 5.019123 0.22 -0.03 -0.24
H -0.344318 -0.082481 4.948076 0.02 -0.01 -0.13
H 2.329476 2.351150 2.558450 -0.14 -0.16 -0.04
H 1.269426 2.916858 3.829606 -0.09 -0.35 0.07
H 0.578989 2.406453 2.289000 0.07 -0.08 0.06
H 0.802748 -2.520016 0.906758 0.05 0.02 0.10
H 1.473018 -3.706594 2.028258 -0.13 0.27 0.25
H 2.532056 -2.523961 1.299194 -0.14 0.17 0.01
```
Positions in Å, forces in eV/Å.

***

3.
Density functional theory data (ωB97M-V/def2-TZVPD) for a molecular structure, C64H60N3O3P3SiSn at a distorted geometry.

Properties
**E_HOMO**: -12.5 eV
**E_tot**: -119515.2822 eV
**Maximum force**: 0.025 Eh/bohr
**Net charge**: +2

Structure (XYZ):
```
135
Properties=species:S:1:pos:R:3:forces:R:3
Sn 0.923657 -0.188185 -0.817465 0.37 -0.78 0.53
C 0.785996 -2.500035 -5.485894 -0.01 0.01 -0.01
C 0.244478 -1.277409 -5.121345 0.06 0.10 -0.05
C -0.393048 -1.145160 -3.902870 -0.12 0.11 0.13
C -0.515190 -2.242767 -3.048633 0.20 0.17 0.20
C 0.039564 -3.462807 -3.414868 -0.07 0.03 0.11
C 0.681760 -3.586503 -4.634413 0.05 -0.04 -0.03
P -1.252207 -1.929026 -1.410667 -0.55 -0.77 -0.85
C -1.578376 -3.620230 -0.807847 0.25 0.31 0.31
C -2.598605 -4.452490 -1.255382 0.10 0.05 -0.10
C -2.660320 -5.762271 -0.810721 -0.03 0.00 -0.10
C -1.729394 -6.243310 0.096452 0.05 0.04 0.03
C -0.724966 -5.409242 0.563463 0.01 -0.13 0.08
C -0.647630 -4.105372 0.108793 -0.03 0.10 -0.09
C -2.869033 -1.228182 -1.925889 0.30 0.28 0.28
C -3.584161 -1.804290 -2.971091 0.07 -0.05 0.02
C -4.831176 -1.319887 -3.323524 0.01 0.02 0.06
C -5.364752 -0.231202 -2.652585 0.00 0.03 -0.06
C -4.630657 0.394578 -1.663005 0.20 0.16 0.17
C -3.375354 -0.089056 -1.289208 0.48 0.17 0.40
Si -2.418642 0.911301 0.008127 -0.22 0.37 0.02
C -1.406572 2.343696 -0.719667 -0.31 -0.63 0.46
C -1.742703 2.856090 -1.974569 -0.24 -0.20 -0.11
C -1.134093 4.004617 -2.450385 0.01 0.08 -0.05
C -0.166396 4.645330 -1.692625 -0.08 -0.06 -0.04
C 0.197643 4.129372 -0.461740 -0.07 -0.14 0.14
C -0.416539 2.990857 0.034417 0.05 -0.06 0.19
P -0.003160 2.273556 1.674049 0.10 0.82 -0.20
C -0.771867 3.544179 2.754618 -0.01 -0.30 0.03
C -0.709287 3.289315 4.122449 -0.01 0.02 -0.14
C -1.190085 4.218974 5.026159 0.02 -0.07 0.10
C -1.745350 5.407094 4.576088 0.01 0.00 0.00
C -1.808766 5.663166 3.217075 -0.10 0.08 0.00
C -1.331198 4.736309 2.306198 0.06 -0.12 -0.01
C 1.749666 2.770775 1.938020 -0.16 -0.24 -0.04
C 2.747053 1.827391 1.714412 -0.09 -0.09 -0.03
C 4.063441 2.092444 2.044227 0.09 -0.03 0.03
C 4.404637 3.319251 2.589112 0.03 -0.07 -0.02
C 3.426584 4.278794 2.783526 0.01 0.09 0.01
C 2.105516 4.008105 2.471956 0.00 -0.06 -0.08
C -3.067458 1.137506 1.765054 0.10 -0.31 -0.73
C -3.529754 2.372262 2.209907 -0.09 -0.05 -0.28
C -3.919797 2.524906 3.528343 -0.15 -0.03 0.12
C -3.828715 1.458438 4.407049 -0.07 0.15 -0.09
C -3.411522 0.211725 3.962407 0.07 -0.14 -0.06
C -3.057113 0.037043 2.635083 0.29 -0.13 -0.27
P -2.522185 -1.537039 1.836948 -1.00 0.14 0.74
C -4.135101 -2.212322 1.284660 0.27 0.02 -0.23
C -4.243308 -3.596744 1.168277 -0.02 0.13 0.07
C -5.417165 -4.166166 0.716583 -0.03 -0.05 -0.01
C -6.488593 -3.364414 0.359575 -0.02 0.05 0.01
C -6.382507 -1.988284 0.468093 -0.12 0.04 -0.04
C -5.212412 -1.411137 0.928065 0.08 -0.01 0.16
C -2.258371 -2.652474 3.272484 0.37 0.05 -0.38
C -3.335744 -3.057263 4.060747 0.04 0.10 0.02
C -3.124654 -3.899000 5.134825 -0.11 -0.02 0.06
C -1.848896 -4.352419 5.431629 0.08 -0.04 -0.01
C -0.780824 -3.971069 4.640263 0.10 -0.04 0.11
C -0.985260 -3.129710 3.561094 -0.12 0.01 -0.05
H 1.286846 -2.603577 -6.435318 0.06 -0.02 -0.10
H 0.319726 -0.427993 -5.782945 0.01 0.06 -0.08
H -0.847479 -0.196610 -3.622562 0.07 0.01 -0.08
H -0.034481 -4.313872 -2.754435 0.03 -0.08 0.04
H 1.109471 -4.535716 -4.914785 0.04 -0.11 -0.05
H -3.348973 -4.090959 -1.939671 -0.07 0.01 -0.05
H -3.443977 -6.408954 -1.175971 -0.07 -0.06 -0.02
H -1.787034 -7.265730 0.436867 0.00 -0.09 0.04
H -0.001292 -5.777340 1.276095 0.05 -0.03 0.04
H 0.147843 -3.453070 0.443105 0.05 0.02 0.10
H -3.146913 -2.622681 -3.525535 -0.01 -0.06 -0.04
H -5.383357 -1.785708 -4.124135 -0.06 -0.06 -0.09
H -6.342279 0.139481 -2.915710 -0.11 0.08 -0.04
H -5.033253 1.267922 -1.171361 -0.18 0.15 0.07
H -2.498030 2.368773 -2.574683 -0.08 -0.07 -0.10
H -1.418388 4.409226 -3.408586 -0.05 0.00 -0.13
H 0.302881 5.545712 -2.058344 0.05 0.09 -0.08
H 0.958416 4.611508 0.136350 0.07 0.06 -0.03
H -0.271642 2.360685 4.468681 0.02 -0.02 0.10
H -1.124014 4.020349 6.083949 -0.01 -0.03 0.15
H -2.121562 6.132241 5.280573 -0.02 0.08 0.08
H -2.224368 6.592423 2.858667 -0.07 0.10 -0.02
H -1.391160 4.959845 1.250247 -0.02 0.01 0.00
H 2.486939 0.861129 1.297000 0.04 -0.02 0.11
H 4.822709 1.338613 1.897464 0.07 -0.08 -0.04
H 5.427008 3.519635 2.869286 0.11 0.04 0.02
H 3.687536 5.237305 3.201754 0.04 0.14 0.06
H 1.352794 4.761509 2.652372 -0.02 0.03 0.08
H -3.579718 3.210545 1.533444 0.02 0.18 -0.05
H -4.273351 3.483677 3.870936 -0.01 0.14 0.07
H -4.090580 1.596777 5.444162 -0.04 0.00 0.12
H -3.354840 -0.617048 4.653762 -0.01 0.00 0.03
H -3.417481 -4.227579 1.463671 0.07 -0.09 -0.01
H -5.497763 -5.239010 0.651550 -0.02 -0.17 -0.02
H -7.408190 -3.809669 0.015416 -0.12 -0.06 -0.05
H -7.218037 -1.357875 0.206314 -0.12 0.06 -0.03
H -5.153706 -0.337524 1.040360 -0.05 0.04 0.02
H -4.337208 -2.722057 3.831631 -0.05 0.01 -0.01
H -3.962976 -4.208688 5.738647 -0.09 -0.03 0.09
H -1.692765 -5.011321 6.270772 0.02 -0.08 0.10
H 0.216312 -4.323162 4.861025 0.05 -0.07 0.03
H -0.149461 -2.860928 2.937859 0.12 0.05 -0.10
C 2.865448 -2.218449 2.828285 -0.08 0.22 0.19
C 2.229473 -1.966913 1.507801 -0.72 0.52 0.43
N 1.151428 -1.245501 1.372665 -0.35 0.23 -0.27
O 0.679050 -0.617786 2.535995 0.70 -0.38 0.13
C 2.786455 -2.536709 0.317316 0.28 -0.15 -0.30
C 3.760496 -3.669148 0.364297 -0.07 0.13 -0.26
N 2.392830 -1.996626 -0.814009 -0.15 0.18 -0.79
O 2.793209 -2.393452 -1.949180 -0.23 0.27 0.52
H 2.555446 -1.457862 3.539388 0.05 -0.07 0.06
H 3.946227 -2.215261 2.730517 0.12 -0.06 -0.02
H 2.569892 -3.193205 3.214680 -0.02 -0.12 0.01
H -0.286577 -0.680831 2.481374 0.14 0.14 -0.24
H 3.449345 -4.427943 1.078023 -0.01 -0.08 0.06
H 4.754115 -3.322498 0.645384 0.12 -0.02 0.01
H 3.822095 -4.106410 -0.630632 0.03 -0.03 0.05
O 2.124642 1.930354 -1.584945 0.42 0.02 0.08
C 2.920170 2.465337 -2.360708 -0.56 0.40 -0.02
C 3.334186 3.897984 -2.235558 0.18 0.02 0.14
C 4.851695 3.850372 -1.904745 0.05 0.04 0.16
C 5.353643 2.546523 -1.243293 0.17 -0.01 -0.20
C 5.681747 1.369029 -2.183752 -0.21 -0.18 0.16
C 4.437552 0.693007 -2.773513 0.39 -0.22 0.25
N 3.599044 1.763233 -3.294614 -0.16 -0.10 -0.74
H 2.775164 4.371780 -1.432567 -0.05 -0.04 -0.04
H 3.160141 4.446174 -3.161416 -0.05 0.03 -0.04
H 5.062417 4.669481 -1.217303 0.03 0.07 -0.09
H 5.437680 4.033616 -2.806328 0.03 0.05 -0.02
H 4.636784 2.224050 -0.484090 0.06 0.00 0.06
H 6.281302 2.792418 -0.723140 -0.08 0.01 0.09
H 6.257365 0.629093 -1.626215 0.10 -0.04 -0.05
H 6.314676 1.723572 -3.001320 0.07 0.00 -0.01
H 3.872086 0.160089 -2.003256 0.14 -0.02 -0.19
H 4.685376 -0.009705 -3.567305 -0.04 -0.05 0.08
H 4.128709 2.346898 -3.935549 -0.11 0.02 0.19
```
Positions in Å, forces in eV/Å.

***

Number 1: orbital gap 9.598 eV. Number 2: orbital gap 2.215 eV. Number 3: orbital gap 5.868 eV.